# 1
Density functional theory data (ωB97M-V/def2-TZVPD) for 2 unconnected molecules or ions with the total composition C4H12 at a distorted geometry.

Each line ends with the natural charge from an NBO analysis.
Element x y z (Å)
C1 -0.35965 -0.22980 1.76155  -0.6217
C2 -1.26712 -1.44766 1.66542  -0.6267
H1 -0.45918 0.37566 0.86532  0.2030
H2 -0.84427 0.41418 2.49833  0.2126
H3 0.65704 -0.54626 1.96027  0.2155
H4 -0.71983 -2.38582 1.89802  0.2017
H5 -2.09152 -1.56384 2.35233  0.2116
H6 -1.50377 -1.71498 0.62869  0.2071
C3 1.39412 1.00326 -1.14293  -0.6337
C4 0.22724 0.80624 -2.12684  -0.6270
H7 2.20259 0.36868 -1.52100  0.2018
H8 1.89184 1.96638 -1.07989  0.2164
H9 0.97813 0.48434 -0.27789  0.2177
H10 0.45047 0.02058 -2.84941  0.2132
H11 0.22445 1.60638 -2.89969  0.2017
H12 -0.78054 0.84265 -1.73228  0.2067

- Kohn-Sham gap: 12.4830 eV
- HOMO: -11.34 eV
- Spin multiplicity: 1
- Structure (SMILES): CC.CC



# 2
Density functional theory data (ωB97M-V/def2-TZVPD) for 2 unconnected molecules or ions with the total composition C4H12 at a distorted geometry.

Each line ends with the natural charge from an NBO analysis.
Element x y z (Å)
C1 -1.35947 0.06166 1.35316  -0.6269
C2 -1.53858 -1.09529 0.33393  -0.6268
H1 -1.81463 -0.17858 2.40617  0.2020
H2 -0.27595 0.21211 1.50378  0.1951
H3 -1.64903 1.13497 1.24474  0.2218
H4 -1.12129 -2.07612 0.65517  0.2219
H5 -1.08913 -0.68836 -0.63265  0.2072
H6 -2.63296 -1.22190 0.01928  0.2097
C3 1.24080 0.93299 -1.38443  -0.6102
C4 1.70418 0.01401 -0.30192  -0.6136
H7 1.34029 1.99220 -1.14316  0.2059
H8 1.66722 0.73516 -2.38519  0.2029
H9 0.19258 0.75943 -1.63938  0.1962
H10 1.91303 -0.97639 -0.69698  0.2072
H11 0.85117 0.03247 0.43679  0.2031
H12 2.57176 0.36164 0.23069  0.2046

- Kohn-Sham gap: 12.1769 eV
- HOMO: -10.99 eV
- Spin multiplicity: 1
- Structure (SMILES): CC.CC



# 3
Density functional theory data (ωB97M-V/def2-TZVPD) for 2 unconnected molecules or ions with the total composition C4H12 at a distorted geometry.

Each line ends with the natural charge from an NBO analysis.
Element x y z (Å)
C1 -0.72027 -0.82352 -2.87438  -0.6158
C2 -0.95674 0.52938 -2.07610  -0.6276
H1 -0.32736 -1.60658 -2.18268  0.2049
H2 -1.69028 -1.03746 -3.32514  0.2049
H3 -0.00523 -0.78665 -3.78249  0.2001
H4 -0.20227 1.16327 -2.56537  0.2118
H5 -2.01329 0.90168 -2.22333  0.2131
H6 -0.63615 0.25027 -1.04734  0.2086
C3 1.17202 0.80164 2.72357  -0.6171
C4 0.41617 -0.43994 2.32358  -0.6150
H7 2.24558 0.74954 2.86211  0.2038
H8 0.98883 1.35050 1.76100  0.2135
H9 0.80495 1.16016 3.74263  0.2027
H10 -0.38727 -0.37584 1.59720  0.2036
H11 0.04015 -0.88803 3.22318  0.2011
H12 1.27116 -0.94843 1.84357  0.2076

- Kohn-Sham gap: 11.7427 eV
- HOMO: -10.70 eV
- Spin multiplicity: 1
- Structure (SMILES): CC.CC



# 4
Density functional theory data (ωB97M-V/def2-TZVPD) for 2 unconnected molecules or ions with the total composition C4H12 at a distorted geometry.

Each line ends with the natural charge from an NBO analysis.
Element x y z (Å)
C1 1.05695 -1.31339 1.81558  -0.6210
C2 1.30712 0.14778 1.45514  -0.6143
H1 1.96328 -1.84864 2.15734  0.1969
H2 0.51946 -1.54724 2.74690  0.2081
H3 0.69661 -1.96722 1.02024  0.2071
H4 0.26806 0.49616 1.43375  0.2048
H5 1.73666 0.27143 0.46826  0.2084
H6 1.91926 0.62370 2.21524  0.2104
C3 -1.49855 -0.06275 -1.49761  -0.6157
C4 -0.87310 1.30879 -1.86494  -0.6141
H7 -2.51229 0.03742 -1.88870  0.2054
H8 -1.00480 -0.97215 -1.78475  0.2097
H9 -1.58046 -0.08306 -0.41248  0.1996
H10 -0.26140 1.60928 -1.00844  0.2046
H11 -1.61657 2.01816 -2.19018  0.2072
H12 -0.12022 1.28175 -2.66535  0.2028

- Kohn-Sham gap: 12.4837 eV
- HOMO: -11.32 eV
- Spin multiplicity: 1
- Structure (SMILES): CC.CC